DFT (the ωB97M-V functional and the def2-TZVPD basis) results for a molecular structure, C6H3AuCl2IrNO3S.

Each line ends with the Mulliken charge.
Element x y z (Å)
Au1 -1.375 2.227 -2.365  0.689
Ir1 1.461 -1.116 0.039  0.949
Cl1 -0.405 2.226 -0.323  -0.329
Cl2 2.841 -0.407 -1.663  0.141
S1 0.802 0.064 4.147  0.280
O1 1.909 -3.685 -1.362  -0.079
O2 -4.162 2.902 -3.674  -0.036
O3 -0.381 1.891 -5.215  0.012
N1 0.680 -0.638 1.697  -0.199
C1 1.647 -2.711 -0.761  0.548
C2 1.190 0.346 2.510  0.070
C3 -3.147 2.665 -3.178  0.377
C4 -1.030 2.181 -4.314  0.361
C5 -0.204 -1.327 3.728  -0.221
C6 -0.173 -1.551 2.376  0.030
H1 -0.717 -2.273 1.778  0.480
H2 1.793 1.161 2.132  0.470
H3 -0.729 -1.956 4.448  0.459

Atoms 1-2, force components in eV/Å:
Au 0.192 0.616 1.392
Ir 1.773 5.068 -2.679

Calculated values
- spin multiplicity = 7
- strongest force on any atom (eV/A) = 13.5
- DFT total energy (Eh) = -2067.37842
- charge = +4
- LUMO level (alpha / beta) (hartree) = -0.587 / -0.722

---

DFT (the ωB97M-V functional and the def2-TZVPD basis) results for a molecular structure, C6H3Cl2CoNO3SYb.

Each line ends with the Mulliken charge.
Element x y z (Å)
Yb1 0.544 0.484 -0.086  1.594
Co1 0.074 0.222 -2.993  0.268
Cl1 -0.636 -1.128 -1.150  -0.194
Cl2 -0.515 2.125 -1.628  -0.258
S1 -2.276 -1.109 3.328  0.293
O1 0.966 1.994 -5.194  0.038
O2 2.280 3.130 1.191  0.049
O3 0.836 -2.194 -4.518  0.031
N1 -0.457 -0.264 1.709  -0.172
C1 -1.773 -0.277 1.879  0.082
C2 1.647 2.191 0.749  0.149
C3 0.608 1.305 -4.322  0.534
C4 0.529 -1.245 -3.910  0.500
C5 -0.585 -1.459 3.704  -0.221
C6 0.228 -0.945 2.743  -0.037
H1 1.303 -1.011 2.722  0.465
H2 -2.492 0.182 1.196  0.416
H3 -0.281 -2.000 4.579  0.465

Atoms 1-2, force components in eV/Å:
Yb 0.430 0.204 -0.113
Co -3.278 1.393 4.292

Calculated values
- spin multiplicity = 6
- strongest force on any atom (eV/A) = 14.9
- DFT total energy (Eh) = -4369.05487
- charge = +4
- LUMO level (alpha / beta) (hartree) = -0.601 / -0.710

---

DFT (the ωB97M-V functional and the def2-TZVPD basis) results for a molecular structure, C6H3Cl2LuNO3RhS.

Each line ends with the Mulliken charge.
Element x y z (Å)
Lu1 -2.105 -1.434 -1.174  1.455
Rh1 1.655 1.541 0.270  0.833
Cl1 -2.286 -3.966 -0.746  0.223
Cl2 -3.428 2.971 -2.093  0.047
S1 -2.050 -0.846 1.390  0.035
O1 3.876 3.437 -0.283  0.015
O2 1.293 -1.381 -1.996  -0.125
O3 0.507 1.595 -2.392  -0.154
N1 0.184 0.125 0.799  -0.076
C1 3.035 2.682 -0.003  0.396
C2 -0.620 -1.565 2.105  -0.308
C3 0.939 1.479 -1.310  0.408
C4 0.473 -0.858 1.717  -0.132
C5 0.225 -1.690 -1.372  0.502
C6 -1.137 0.150 0.362  -0.682
H1 -0.540 -2.414 2.749  0.464
H2 -1.569 1.104 0.016  0.639
H3 1.548 -0.930 1.961  0.459

Atoms 1-2, force components in eV/Å:
Lu -1.177 -0.066 -0.302
Rh -2.161 -3.988 6.182

Calculated values
- spin multiplicity = 5
- strongest force on any atom (eV/A) = 13.4
- DFT total energy (Eh) = -3173.45940
- charge = +4
- LUMO level (alpha / beta) (hartree) = -0.630 / -0.730